Record 1
Below is a molecular structure, C3H7I2NS at a distorted geometry, with properties calculated with ωB97M-V/def2-TZVPD.

As for the orbital gap (alpha / beta): 7.41 / 7.85 eV. Its HOMO energy (alpha / beta) is -8.04 / -7.95 eV. The value obtained for the relative energy (zero: lowest compared OMol25 entry of this formula, charge and spin) is 314.1 kJ/mol. Its spin multiplicity is 1. As for the total charge: 0.

Geometry (Å):
I1 3.311 -0.720 0.173
I2 2.006 2.510 -0.518
S1 -0.203 -1.777 -1.648
N1 -1.021 -1.191 -0.378
C1 -2.089 -0.252 -0.486
C2 1.013 0.547 1.523
C3 1.726 0.629 0.243
H1 -1.540 0.593 0.085
H2 1.847 0.594 2.319
H3 -2.293 -0.075 -1.543
H4 -0.627 -1.132 -2.760
H5 0.337 1.432 1.529
H6 0.473 -0.396 1.489
H7 -2.941 -0.760 -0.029

---

Record 2
Below is a gas-phase ion, C4H11N2 (charge +1) at a distorted geometry, with properties calculated with ωB97M-V/def2-TZVPD.

As for the orbital gap (alpha / beta): 8.18 / 9.88 eV. Its HOMO energy (alpha / beta) is -15.01 / -15.36 eV. The value obtained for the relative energy (zero: lowest compared OMol25 entry of this formula, charge and spin) is 710.1 kJ/mol. The SMILES is CC/[N+](C)=N\C. Its spin multiplicity is 1. As for the total charge: +1.

Geometry (Å):
N1 0.397 0.141 -0.174
N2 0.022 1.491 -1.246
C1 1.572 -0.389 -0.683
C2 -1.245 1.973 -1.083
C3 -0.574 -0.410 0.654
C4 0.131 -1.580 1.579
H1 0.768 -1.048 2.312
H2 0.641 -2.307 1.012
H3 -1.682 1.640 -0.112
H4 -1.284 -1.015 0.155
H5 -1.114 3.077 -1.172
H6 2.383 0.478 -1.050
H7 -1.073 0.215 1.396
H8 -0.662 -2.090 1.973
H9 1.295 -1.024 -1.618
H10 -1.595 1.801 -2.048
H11 2.020 -0.953 0.103

---

Record 3
Below is a molecular structure, C6H16MgO6P2 at a distorted geometry, with properties calculated with ωB97M-V/def2-TZVPD.

As for the orbital gap: 2.22 eV. Its HOMO energy is -14.26 eV. Its spin multiplicity is 1. As for the total charge: +2.

Geometry (Å):
P1 -0.996 1.890 1.605
P2 -1.767 -0.228 -0.212
Mg1 4.876 -1.801 0.231
O1 0.303 1.077 3.529
O2 -1.552 3.372 1.296
O3 0.589 1.602 0.933
O4 -2.190 0.686 1.208
O5 -0.788 1.799 3.367
O6 1.093 1.063 -1.319
C1 -2.101 -2.119 0.024
C2 -2.921 0.486 -1.603
C3 2.643 -0.661 -0.083
C4 -0.667 -2.864 -0.406
C5 0.746 2.200 -0.402
C6 2.485 0.626 -1.093
H1 -2.256 0.519 -2.567
H2 -0.232 2.680 -0.846
H3 3.203 1.472 -0.706
H4 1.628 2.982 -0.487
H5 1.675 -0.815 0.595
H6 -0.769 -4.026 -0.510
H7 0.098 -2.577 0.452
H8 -0.351 -2.331 -1.421
H9 2.904 0.297 -2.157
H10 -3.924 -0.108 -1.717
H11 0.195 0.161 3.131
H12 -2.375 -2.412 1.128
H13 2.918 -1.665 -0.620
H14 -3.096 1.622 -1.288
H15 3.528 -0.395 0.669
H16 -2.898 -2.531 -0.732

---

Record 4
Below is 2 unconnected molecules or ions with the total composition C23H36Br2F9NO7PS at a distorted geometry, with properties calculated with ωB97M-V/def2-TZVPD.

As for the orbital gap: 2.00 eV. Its HOMO energy is -1.29 eV. Its spin multiplicity is 1. As for the total charge: -1.

Geometry (Å):
Br1 3.268 -2.771 1.731
Br2 -1.412 -2.601 3.243
S1 -0.565 -2.376 -0.755
P1 -0.369 2.494 1.445
F1 1.440 -2.976 -3.438
F2 2.507 -5.870 -2.339
F3 3.759 -5.101 -4.689
F4 4.345 -2.888 -3.860
F5 5.448 -4.827 -3.022
F6 1.090 -4.556 0.006
F7 3.958 -4.548 -0.984
F8 -0.133 -4.677 -2.020
F9 2.773 -2.163 -1.485
O1 2.936 0.336 0.707
O2 -1.876 2.266 0.617
O3 0.707 -0.055 -1.283
O4 -1.666 -3.036 0.156
O5 0.177 -3.694 6.098
O6 0.806 -0.431 7.344
O7 -1.349 -2.083 -2.098
N1 1.766 0.538 1.307
C1 0.030 -0.733 -0.153
C2 -0.167 -2.467 6.515
C3 1.957 -3.300 -2.055
C4 0.075 2.408 -1.896
C5 1.151 -1.653 6.915
C6 3.085 -4.520 -2.218
C7 5.133 1.691 0.406
C8 1.138 1.751 0.583
C9 4.107 -4.302 -3.480
C10 4.078 0.903 1.437
C11 1.147 -4.312 3.519
C12 -0.076 4.418 1.374
C13 -6.237 3.718 -3.843
C14 -1.284 1.719 -2.501
C15 -3.812 2.489 -3.327
C16 0.655 -3.703 -1.164
C17 1.371 -2.039 1.911
C18 0.796 -0.660 1.279
C19 0.518 -2.942 2.789
C20 -2.392 2.962 -2.655
C21 -7.502 2.815 -3.272
C22 1.008 1.355 -0.991
C23 -4.950 3.609 -2.833
H1 -0.120 4.846 0.286
H2 -4.125 1.392 -3.057
H3 -0.237 3.367 -1.305
H4 -0.992 4.915 1.958
H5 3.811 1.691 2.259
H6 -6.609 4.850 -3.788
H7 1.695 -2.298 7.627
H8 2.100 1.527 -1.450
H9 6.082 1.973 1.063
H10 -1.919 3.855 -3.284
H11 -4.402 4.663 -2.851
H12 1.666 -5.037 2.765
H13 1.998 2.581 0.639
H14 0.705 2.793 -2.834
H15 1.812 -1.705 6.032
H16 -8.484 3.483 -3.208
H17 -2.654 3.444 -1.599
H18 -5.994 3.508 -4.976
H19 0.930 4.732 1.883
H20 -7.238 2.501 -2.159
H21 -1.023 1.295 -3.574
H22 -1.715 0.842 -1.855
H23 -0.704 -1.826 5.793
H24 -3.706 2.664 -4.503
H25 -0.029 -0.296 2.072
H26 -5.300 3.430 -1.720
H27 -0.835 -2.405 7.393
H28 -7.699 1.883 -3.952
H29 4.638 0.011 1.996
H30 1.830 0.796 2.338
H31 0.349 -4.851 4.210
H32 1.993 -3.919 4.247
H33 5.391 1.062 -0.546
H34 -2.286 1.406 0.981
H35 -0.970 -0.086 -0.025
H36 4.607 2.725 0.127

---

Record 5
Below is 8 unconnected molecules or ions with the total composition C39H92N4O8 at a distorted geometry, with properties calculated with ωB97M-V/def2-TZVPD.

As for the orbital gap: 8.67 eV. Its HOMO energy is -8.22 eV. The value obtained for the relative energy (zero: lowest compared OMol25 entry of this formula, charge and spin) is 196.5 kJ/mol. The SMILES is CC1(C)CCCC(C)(C)N1O.CC1(C)CCCC(C)(C)N1O.CC1(C)CCCC(C)(C)N1O.COC[C@H](C)N.CCO.CCO.CCO.CCO. Its spin multiplicity is 1. As for the total charge: 0.

Geometry (Å):
O1 -1.115 -5.520 -3.182
O2 -0.554 0.542 4.502
O3 -6.256 3.180 -1.328
O4 -0.479 3.723 -3.501
O5 -0.264 -0.298 -4.211
O6 3.995 0.635 1.748
O7 6.061 -0.459 -0.462
O8 1.328 2.263 3.038
N1 -0.837 -4.171 -2.677
N2 1.180 1.546 -3.020
N3 4.167 0.506 3.121
N4 -5.832 2.266 -0.331
C1 -1.394 -2.562 -0.947
C2 5.090 -0.169 5.706
C3 -7.535 0.596 -1.004
C4 -0.476 5.034 -3.022
C5 5.157 2.728 3.074
C6 -0.423 2.058 1.438
C7 0.914 -2.940 -1.614
C8 -6.943 1.390 0.127
C9 -3.119 -3.424 -2.382
C10 -3.577 2.824 -0.909
C11 -5.095 -0.298 0.703
C12 1.243 -4.261 -3.684
C13 3.959 -0.887 3.566
C14 4.930 -1.977 3.028
C15 -0.854 5.094 -1.517
C16 1.058 1.967 1.713
C17 2.728 1.693 -5.028
C18 5.303 1.274 5.078
C19 2.625 -1.255 3.043
C20 -7.947 2.281 0.754
C21 0.970 -5.475 -1.557
C22 -4.576 1.681 -0.785
C23 6.663 0.708 3.175
C24 -0.749 0.940 5.858
C25 3.959 -0.925 5.083
C26 0.587 -4.219 -2.337
C27 1.318 1.441 -4.463
C28 0.826 0.087 -4.962
C29 4.743 -1.028 -2.496
C30 4.830 -0.959 -0.969
C31 -4.580 1.001 -2.243
C32 -2.201 -4.957 -0.733
C33 0.003 -2.707 -0.400
C34 -1.855 -3.847 -1.681
C35 -6.464 0.359 1.094
C36 -1.577 0.258 -4.658
C37 5.324 1.307 3.569
C38 -4.108 0.777 0.326
C39 -2.257 0.941 6.150
H1 6.605 -1.237 -0.450
H2 6.057 3.297 3.372
H3 3.996 -2.018 5.386
H4 -8.853 1.668 1.004
H5 -2.709 1.651 5.532
H6 2.623 2.364 -5.922
H7 -2.151 -2.385 -0.166
H8 3.012 -0.576 5.492
H9 6.221 1.822 5.389
H10 4.792 0.905 1.275
H11 -0.566 1.885 0.367
H12 -1.840 4.667 -1.393
H13 1.018 -3.300 -4.214
H14 -5.254 -0.950 -0.183
H15 -2.508 0.957 7.206
H16 1.539 2.669 1.078
H17 -1.379 -1.783 -1.673
H18 -1.405 -5.610 -0.416
H19 -0.239 0.238 6.485
H20 5.883 -1.910 3.545
H21 4.609 -1.925 -0.513
H22 -3.677 -4.263 -2.844
H23 1.933 -0.454 3.237
H24 2.004 -2.994 -1.257
H25 -1.641 -5.209 -3.952
H26 -8.532 0.182 -0.692
H27 0.128 -3.501 0.320
H28 4.444 -2.945 3.167
H29 3.848 -1.570 -2.814
H30 -7.453 2.603 1.741
H31 0.213 0.971 4.181
H32 -1.774 -0.143 -5.697
H33 -8.210 3.252 0.155
H34 -2.948 -5.567 -1.169
H35 -3.904 1.378 1.214
H36 -5.327 0.255 -2.425
H37 0.870 -5.084 -4.303
H38 0.139 3.105 -3.091
H39 2.272 -2.218 3.465
H40 3.191 0.730 -5.383
H41 6.926 -0.122 3.762
H42 -4.711 -0.869 1.567
H43 4.286 3.225 3.581
H44 4.699 0.017 -2.855
H45 -0.256 4.361 -0.928
H46 5.568 -1.575 -2.947
H47 -6.462 0.751 2.134
H48 -3.296 3.298 0.015
H49 -0.887 6.046 -1.050
H50 -7.736 1.251 -1.834
H51 -2.347 -0.165 -3.945
H52 4.029 -0.340 -0.670
H53 2.347 -4.375 -3.536
H54 0.763 0.691 -2.651
H55 2.587 -1.350 1.969
H56 2.028 -5.527 -1.523
H57 -3.532 0.536 -2.287
H58 0.351 -1.812 0.068
H59 5.037 2.787 1.968
H60 -1.516 1.365 -4.736
H61 -7.193 -0.434 1.112
H62 2.251 2.008 3.174
H63 6.672 0.486 2.089
H64 -1.179 5.636 -3.598
H65 4.412 1.812 5.432
H66 -2.828 -2.730 -3.191
H67 -0.897 3.046 1.661
H68 -6.872 -0.259 -1.260
H69 -2.658 2.428 -1.327
H70 -4.539 1.731 -2.987
H71 -6.517 4.006 -0.906
H72 0.633 2.222 -4.860
H73 4.887 -0.052 6.762
H74 1.412 1.009 1.450
H75 1.603 -0.742 -4.898
H76 0.618 0.101 -6.020
H77 -2.630 0.060 5.715
H78 -0.307 1.939 5.957
H79 0.683 -6.422 -2.001
H80 3.523 2.079 -4.309
H81 -3.156 0.249 -0.016
H82 2.117 1.553 -2.575
H83 -3.994 3.492 -1.640
H84 0.719 -5.473 -0.502
H85 -1.038 1.281 1.949
H86 6.063 -0.724 5.684
H87 7.471 1.525 3.242
H88 -3.710 -2.916 -1.663
H89 0.480 5.546 -3.210
H90 0.863 -2.070 -2.314
H91 4.967 -1.849 1.934
H92 -2.655 -4.446 0.170

---

Record 6
Below is 2 unconnected molecules or ions with the total composition C8H16BN2 at a distorted geometry, with properties calculated with ωB97M-V/def2-TZVPD.

As for the orbital gap (alpha / beta): 6.27 / 6.27 eV. Its HOMO energy (alpha / beta) is -12.29 / -12.29 eV. The value obtained for the relative energy (zero: lowest compared OMol25 entry of this formula, charge and spin) is 0.0 kJ/mol. Its spin multiplicity is 1. As for the total charge: +1.

Geometry (Å):
N1 -1.887 -0.531 -2.641
N2 -1.435 0.047 0.151
C1 -0.925 -1.774 2.108
C2 1.893 -0.143 -0.790
C3 1.997 0.516 0.339
C4 -1.664 1.144 -0.604
C5 2.282 1.806 0.903
C6 2.072 0.615 1.780
C7 -0.159 -2.136 1.052
C8 -1.320 0.691 -2.189
B1 -1.488 -0.904 0.959
H1 3.019 2.417 0.646
H2 -0.480 -1.067 2.861
H3 -2.878 -0.461 -2.640
H4 -2.660 1.511 -0.580
H5 -0.180 0.571 -2.216
H6 -1.658 -2.377 2.638
H7 -0.815 1.897 -0.607
H8 2.887 0.055 2.209
H9 1.439 -1.075 -0.965
H10 1.363 2.546 1.110
H11 -0.439 -2.963 0.501
H12 -1.270 -1.396 -2.580
H13 -1.639 1.488 -2.844
H14 0.757 -1.579 0.702
H15 1.221 0.632 2.369
H16 1.967 0.470 -1.671

---

Record 7
Below is 2 unconnected molecules or ions with the total composition C9H13NO2S at a distorted geometry, with properties calculated with ωB97M-V/def2-TZVPD.

As for the orbital gap (alpha / beta): 6.71 / 7.41 eV. Its HOMO energy (alpha / beta) is -7.02 / -6.89 eV. The value obtained for the relative energy (zero: lowest compared OMol25 entry of this formula, charge and spin) is 472.5 kJ/mol. Its spin multiplicity is 1. As for the total charge: 0.

Geometry (Å):
S1 -1.931 -0.532 -2.547
O1 -2.965 -1.357 1.355
O2 -0.902 1.319 0.390
N1 -3.219 0.791 -0.688
C1 -2.581 -1.377 0.030
C2 -0.511 0.218 0.576
C3 0.814 -0.303 1.035
C4 1.240 0.288 2.395
C5 -2.530 1.089 -2.903
C6 0.918 -1.888 1.178
C7 1.670 0.213 -0.032
C8 -2.672 -0.419 -0.934
C9 -3.080 1.621 -1.736
H1 1.525 1.263 -0.387
H2 -2.509 1.464 -3.969
H3 -2.026 -2.394 -0.101
H4 2.012 -0.255 2.899
H5 -3.463 2.593 -1.598
H6 1.508 -0.207 -1.034
H7 0.398 0.277 3.080
H8 -3.720 -0.655 1.467
H9 1.481 1.357 2.251
H10 2.661 0.059 0.427
H11 0.337 -2.495 0.473
H12 0.616 -2.291 2.255
H13 1.977 -2.164 1.112

---

Record 8
Below is a single C4H7NS molecule at a distorted geometry, with properties calculated with ωB97M-V/def2-TZVPD.

As for the orbital gap: 8.53 eV. Its HOMO energy is -7.81 eV. The value obtained for the relative energy (zero: lowest compared OMol25 entry of this formula, charge and spin) is 333.4 kJ/mol. Its spin multiplicity is 1. As for the total charge: 0.

Geometry (Å):
S1 0.961 0.597 0.935
N1 -0.139 1.855 -1.057
C1 0.115 -2.122 0.650
C2 -0.277 2.657 -2.022
C3 -0.012 -0.852 1.568
C4 -0.083 0.874 -0.348
H1 0.348 -0.985 2.532
H2 -0.424 -2.224 -0.277
H3 0.375 2.644 -2.830
H4 1.183 -2.419 0.255
H5 -0.968 3.389 -1.980
H6 -1.052 -0.332 1.494
H7 -0.029 -3.082 1.078

---

Record 9
Below is a molecular structure, C2H2I2S2 at a distorted geometry, with properties calculated with ωB97M-V/def2-TZVPD.

As for the orbital gap (alpha / beta): 5.85 / 5.77 eV. Its HOMO energy (alpha / beta) is -8.40 / -8.37 eV. The value obtained for the relative energy (zero: lowest compared OMol25 entry of this formula, charge and spin) is 219.4 kJ/mol. Its spin multiplicity is 1. As for the total charge: 0.

Geometry (Å):
I1 0.100 1.224 -2.747
I2 -0.904 -1.262 2.231
S1 -0.075 2.186 0.892
S2 -0.216 -1.676 -1.110
C1 0.108 0.634 0.333
C2 -0.242 -0.603 0.264
H1 1.225 2.515 0.622
H2 0.004 -3.019 -0.485

---

Record 10
Below is a molecular structure, C26H28BBrN4OPdS3, with properties calculated with ωB97M-V/def2-TZVPD.

As for the orbital gap: 6.18 eV. Its HOMO energy is -13.74 eV. The value obtained for the relative energy (zero: lowest compared OMol25 entry of this formula, charge and spin) is 0.0 kJ/mol. Its spin multiplicity is 1. As for the total charge: +2.

Geometry (Å):
Pd1 -0.719 0.174 -0.158
Br1 -1.249 0.815 2.247
S1 -0.211 -0.373 -2.327
S2 2.307 -0.821 0.196
S3 -2.917 -0.032 -0.707
O1 1.292 0.353 0.370
N1 -4.187 1.458 -2.557
N2 1.671 1.180 -3.576
N3 -2.274 2.349 -2.012
N4 0.267 2.317 -2.361
C1 2.002 2.515 -3.712
C2 -4.078 2.642 -3.262
C3 3.841 0.070 0.351
C4 -1.521 -1.265 4.124
C5 -1.305 -3.608 3.660
C6 0.615 1.093 -2.756
C7 2.246 -1.825 4.085
C8 -1.051 -1.992 1.831
C9 2.309 -3.848 2.793
C10 -1.280 -1.005 2.812
C11 -2.893 3.188 -2.926
C12 2.316 -3.110 1.623
C13 2.252 -4.032 5.298
C14 -0.673 -2.804 -0.428
C15 -0.819 -1.768 0.442
C16 -1.072 -3.338 2.289
C17 2.273 -1.069 2.929
C18 -1.530 -2.605 4.556
C19 1.138 3.213 -2.940
C20 -0.877 -4.394 1.367
C21 2.265 -3.221 4.036
C22 2.313 -1.725 1.705
C23 -3.089 1.309 -1.804
C24 2.329 0.071 -4.261
C25 -0.692 -4.137 0.044
C26 -5.337 0.559 -2.585
B1 -0.894 2.653 -1.389
H1 -4.854 2.979 -3.927
H2 -1.705 -0.462 4.825
H3 -1.317 -4.641 3.981
H4 -0.808 3.797 -1.062
H5 -0.569 -4.944 -0.666
H6 2.172 -0.840 -3.688
H7 2.320 -4.930 2.740
H8 -4.992 -0.468 -2.484
H9 3.829 0.649 1.272
H10 3.262 -4.369 5.538
H11 -0.900 -5.413 1.733
H12 2.249 0.014 2.974
H13 3.393 0.282 -4.326
H14 1.920 -0.051 -5.262
H15 2.322 -3.604 0.659
H16 -1.722 -2.825 5.597
H17 -0.767 2.012 -0.320
H18 -5.840 0.672 -3.541
H19 -6.025 0.798 -1.777
H20 1.632 -4.922 5.191
H21 3.928 0.722 -0.517
H22 2.212 -1.329 5.047
H23 -2.432 4.104 -3.251
H24 1.888 -3.451 6.143
H25 1.072 4.269 -2.747
H26 4.650 -0.660 0.363
H27 2.813 2.837 -4.341
H28 -0.535 -2.656 -1.489